No. 1
The following is a DFT calculation (ωB97M-V with the def2-TZVPD basis set) of C25H29N5O2 in the gas phase.

The geometry in XYZ format:
```
61
Properties=species:S:1:pos:R:3:lowdin_charge:R:1
C 5.20 0.99 -3.31 -0.0223
C 4.37 -0.25 -3.28 -0.3032
C 4.31 -1.29 -2.38 0.0169
C 3.34 -2.16 -2.89 -0.2821
N 2.83 -1.68 -4.02 0.1240
N 3.46 -0.53 -4.25 -0.1745
C 3.15 0.25 -5.41 -0.0201
H 2.79 1.24 -5.14 0.0862
H 2.38 -0.29 -5.97 0.0912
H 4.03 0.36 -6.05 0.0916
C 2.84 -3.44 -2.29 -0.1062
N 1.49 -3.28 -1.81 0.0921
C 1.20 -3.12 -0.50 -0.4899
O 2.00 -3.30 0.39 0.0583
C -0.24 -2.69 -0.25 -0.0362
H -0.92 -3.21 -0.93 0.1237
H -0.50 -2.94 0.78 0.1062
C -0.39 -1.18 -0.51 -0.2074
N 0.65 -0.42 0.15 -0.1027
C 0.71 0.94 -0.35 -0.1699
C 1.22 0.87 -1.78 -0.1518
N 0.35 0.02 -2.54 0.1043
C -0.39 -0.98 -2.03 -0.4623
O -1.05 -1.70 -2.76 0.0448
H 0.39 0.05 -3.55 0.1439
H 1.24 1.87 -2.24 0.1226
H 2.24 0.47 -1.78 0.1052
H 1.41 1.52 0.25 0.1240
H -0.28 1.44 -0.34 0.1347
C 0.65 -0.50 1.61 -0.1246
C -0.58 0.09 2.26 -0.2034
C -0.64 1.44 2.57 -0.0367
C -1.78 2.01 3.10 -0.0211
C -2.91 1.23 3.34 -0.1851
C -2.85 -0.13 3.04 -0.0172
C -1.70 -0.69 2.50 -0.0297
H -1.68 -1.75 2.29 0.1073
H -3.72 -0.75 3.21 0.1148
C -4.13 1.82 3.91 -0.1888
C -4.85 1.16 4.90 -0.0355
C -5.99 1.72 5.44 -0.0834
C -6.44 2.95 4.99 -0.0940
C -5.73 3.62 4.00 -0.0843
C -4.58 3.06 3.47 -0.0368
H -4.05 3.58 2.69 0.1114
H -6.08 4.58 3.65 0.1018
H -7.33 3.39 5.41 0.0998
H -6.53 1.20 6.21 0.1021
H -4.49 0.21 5.26 0.1120
H -1.79 3.06 3.35 0.1137
H 0.23 2.07 2.41 0.1097
H 1.54 0.03 1.95 0.1303
H 0.77 -1.55 1.88 0.1141
H -1.40 -0.87 -0.18 0.1606
H 0.79 -3.07 -2.51 0.1220
H 2.86 -4.24 -3.04 0.1245
H 3.46 -3.71 -1.44 0.1213
H 4.88 -1.41 -1.48 0.1103
H 5.84 1.01 -2.44 0.0826
H 5.82 1.01 -4.21 0.0826
H 4.57 1.88 -3.31 0.0789
```

Results
- Energy above the lowest of the compared OMol25 structures with the same formula, charge and spin: 0.7730 eV
- HOMO-LUMO gap: 9.067 eV
- Charge: 0
- Energy: -1394.36764 Ha
- Maximum force: 0.90 eV/A
- SMILES: Cc1cc(CNC(=O)C[C@@H]2C(=O)NCCN2Cc2ccc(-c3ccccc3)cc2)nn1C


No. 2
The following is a DFT calculation (ωB97M-V with the def2-TZVPD basis set) of 3 unconnected molecules or ions with the total composition C3H11NS at a distorted geometry.

The geometry in XYZ format:
```
16
Properties=species:S:1:pos:R:3:lowdin_charge:R:1
S 2.64 -0.62 -0.17 0.4075
H 3.81 -0.18 0.36 -0.2567
C -0.53 0.73 -0.57 -0.3515
C -0.92 -0.55 0.17 -0.2930
C -1.18 -0.41 1.67 -0.1166
N 0.15 0.49 -1.84 -0.0446
H -1.37 1.44 -0.64 0.1128
H 0.17 1.31 0.04 0.0723
H -0.06 -1.20 0.02 0.0501
H -1.78 -1.02 -0.33 0.1087
H -0.22 -0.32 2.20 0.0679
H -1.76 0.50 1.89 0.0726
H -1.72 -1.27 2.08 0.0700
H 1.03 0.00 -1.68 -0.0900
H -0.45 -0.01 -2.49 0.0683
H 2.19 1.13 -0.70 0.1225
```

Results
- Energy above the lowest of the compared OMol25 structures with the same formula, charge and spin: 2.1785 eV
- HOMO-LUMO gap: 8.636 eV
- Charge: 0
- Energy: -573.75145 Ha
- Maximum force: 4.19 eV/A


No. 3
The following is a DFT calculation (ωB97M-V with the def2-TZVPD basis set) of a molecular structure, C24H26InN4Si at a distorted geometry.

The geometry in XYZ format:
```
56
Properties=species:S:1:pos:R:3:lowdin_charge:R:1
C 1.14 1.81 1.37 -0.2116
C 0.21 2.61 0.62 -0.2222
C -1.10 2.33 1.10 -0.1830
H 0.46 3.28 -0.21 0.0881
C -0.99 1.37 2.14 -0.1858
C 0.39 1.09 2.34 -0.1981
H 0.82 0.49 3.14 0.0642
H 2.22 1.76 1.20 0.0773
H -2.02 2.82 0.77 0.0804
H -1.80 0.96 2.73 0.0452
In -2.71 -2.16 1.74 0.7695
C -1.32 -1.50 -1.44 -0.1596
H -2.30 -1.04 -1.29 0.0074
H -0.97 -2.02 -0.54 -0.0578
H -1.39 -2.19 -2.29 0.0575
Si -0.06 -0.13 -1.98 0.7650
C 1.58 -0.39 -2.80 -0.2822
C 2.47 0.71 -2.77 -0.0942
H 2.11 1.72 -2.51 0.1152
C 3.83 0.52 -2.98 -0.0605
H 4.50 1.38 -2.90 0.1160
C 4.34 -0.75 -3.27 -0.0549
H 5.41 -0.90 -3.40 0.1158
C 3.45 -1.83 -3.37 -0.0689
H 3.81 -2.82 -3.63 0.1123
C 2.08 -1.66 -3.12 -0.0898
H 1.40 -2.52 -3.13 0.1063
C -1.08 1.22 -2.71 -0.2875
C -0.68 1.94 -3.85 -0.0871
H 0.13 1.56 -4.47 0.1070
C -1.35 3.12 -4.17 -0.0682
H -0.97 3.70 -5.02 0.1102
C -2.45 3.56 -3.41 -0.0564
H -2.94 4.50 -3.67 0.1124
C -2.89 2.79 -2.33 -0.0665
H -3.76 3.07 -1.74 0.1122
C -2.22 1.62 -1.99 -0.1086
H -2.57 1.02 -1.14 0.0904
H 0.10 0.57 -0.51 0.1267
H 0.76 0.85 -0.97 0.1364
N -0.75 -1.71 5.44 0.1399
C -1.77 -0.89 5.91 -0.0243
C -2.69 -0.80 4.91 -0.0838
N -2.27 -1.58 3.85 -0.0644
C -1.09 -2.13 4.19 -0.2779
C -0.20 -2.68 3.21 -0.2797
N -0.45 -2.62 1.89 -0.0255
C 0.77 -2.76 1.24 -0.0838
C 1.75 -2.96 2.18 -0.0302
N 1.14 -2.86 3.41 0.1347
H 0.11 -1.97 5.93 0.1702
H -1.78 -0.46 6.90 0.1273
H -3.62 -0.26 4.85 0.1251
H 0.83 -2.67 0.17 0.1014
H 2.80 -3.15 2.06 0.1276
H 1.58 -2.96 4.32 0.1709
```

Results
- Energy above the lowest of the compared OMol25 structures with the same formula, charge and spin: 0.0000 eV
- HOMO-LUMO gap: 5.513 eV
- Charge: +1
- Energy: -1628.43443 Ha
- Maximum force: 3.69 eV/A


No. 4
The following is a DFT calculation (ωB97M-V with the def2-TZVPD basis set) of a gas-phase ion, CH4O4PS (charge -1) at a distorted geometry.

The geometry in XYZ format:
```
11
Properties=species:S:1:pos:R:3:lowdin_charge:R:1
C -0.85 -0.63 -0.44 -0.4678
O 2.65 -0.53 -0.75 -0.3175
O 0.95 1.16 -0.49 -0.4814
O 1.99 0.17 1.47 -0.3272
O 0.45 -1.19 0.13 -0.3311
P -1.14 1.17 -0.10 0.6567
S 1.61 -0.03 0.10 0.3605
H -1.61 -1.26 0.02 0.0476
H -0.81 -0.83 -1.51 0.0330
H -0.73 1.13 1.22 -0.0972
H -2.52 0.85 0.35 -0.0757
```

Results
- HOMO-LUMO gap (alpha / beta): 4.181 / 7.205 eV
- Charge: -1
- Energy: -1080.86485 Ha
- Maximum force: 2.39 eV/A
- 2S+1: 3


> Look up the energy of the second one.

-573.75145 Ha